C5H6O | the ωB97M-V functional and the def2-TZVPD basis

Geometry as XYZ:
```
12
C5H6O | the Open Molecules 2025 dataset | the ωB97M-V functional and the def2-TZVPD basis
C -1.600 1.010 -0.125
C -0.737 -0.229 0.002
O -0.856 -0.906 1.007
C 0.435 -0.399 -0.884
C 1.616 -0.556 -0.107
C 2.044 -0.340 1.065
H -2.624 0.769 0.165
H -1.564 1.541 -1.078
H -1.195 1.675 0.650
H 0.452 -0.398 -1.969
H 1.627 -1.524 -0.753
H 2.402 -0.644 2.027
```

Summary:
LUMO level (alpha / beta) ... -0.4 / -0.6 eV
ΔE to the lowest compared entry with this formula, charge and spin ... 127.7 kcal per mole
E ... -269.14270 hartree
Multiplicity ... 1

C6H8O4 | the ωB97M-V functional and the def2-TZVPD basis

Geometry as XYZ:
```
18
C6H8O4 | the Open Molecules 2025 dataset | the ωB97M-V functional and the def2-TZVPD basis
O 1.038 0.349 -2.128
C 0.570 0.161 -0.841
C -0.477 -0.950 -0.758
C -1.272 -1.065 0.503
C -1.553 0.087 -0.405
C -0.481 1.161 -0.247
O 0.162 1.386 1.017
C 1.573 0.408 0.294
O 2.640 0.959 0.247
H 1.524 1.179 -2.187
H -0.520 -1.724 -1.525
H -2.027 -1.851 0.482
H -0.971 -0.834 1.527
H -2.527 0.240 -0.869
H -0.606 2.085 -0.819
O 1.463 -0.587 1.993
H 0.421 0.359 2.116
H 1.044 -1.363 1.599
```

Summary:
LUMO level ... 0.6 eV
ΔE to the lowest compared entry with this formula, charge and spin ... 140.5 kcal per mole
E ... -534.18428 hartree
Multiplicity ... 1

C5H11NO2 | the ωB97M-V functional and the def2-TZVPD basis

Geometry as XYZ:
```
19
C5H11NO2 | the Open Molecules 2025 dataset | the ωB97M-V functional and the def2-TZVPD basis
C -0.176 -2.901 0.196
O -0.504 -1.531 0.006
C 0.492 -0.662 0.237
O 1.591 -1.001 0.574
C 0.030 0.787 0.063
C 1.249 1.707 0.093
C -0.747 0.961 -1.253
N -0.782 1.047 1.250
H 0.597 -3.204 -0.528
H -1.110 -3.466 0.034
H 0.212 -3.062 1.216
H 0.989 2.698 -0.270
H 2.031 1.305 -0.525
H 1.617 1.798 1.111
H -1.261 1.924 -1.248
H -0.066 0.936 -2.098
H -1.484 0.166 -1.375
H -1.065 2.023 1.271
H -1.614 0.474 1.247
```

Summary:
LUMO level ... 0.9 eV
ΔE to the lowest compared entry with this formula, charge and spin ... 12.1 kcal per mole
SMILES ... COC(=O)C(C)(C)N
E ... -402.35884 hartree
Multiplicity ... 1

C18H34IrN2 | the ωB97M-V functional and the def2-TZVPD basis

Geometry as XYZ:
```
55
C18H34IrN2 | the Open Molecules 2025 dataset | the ωB97M-V functional and the def2-TZVPD basis
Ir 0.054 0.050 0.105
C -3.028 2.500 0.762
C -2.328 1.231 1.015
C -2.834 -0.007 0.488
C -3.898 0.013 -0.525
C -2.350 -1.257 1.004
C -3.021 -2.524 0.666
C -1.313 -1.270 1.997
C -0.903 -2.548 2.616
C -0.855 -0.028 2.565
C -0.206 -0.029 3.889
C -1.229 1.218 1.941
C -0.705 2.497 2.473
H -2.502 3.180 0.082
H -3.112 3.078 1.688
H -4.030 2.361 0.370
H -4.880 0.004 -0.022
H -3.910 -0.866 -1.168
H -3.902 0.917 -1.130
H -2.412 -3.170 0.021
H -3.980 -2.387 0.177
H -3.188 -3.134 1.558
H -1.645 -2.846 3.375
H 0.047 -2.490 3.140
H -0.875 -3.376 1.910
H -0.693 -0.753 4.550
H -0.230 0.945 4.370
H 0.840 -0.354 3.874
H -1.332 2.832 3.312
H -0.738 3.307 1.749
H 0.305 2.417 2.871
C -0.690 -0.661 -3.078
N 0.253 0.116 -2.299
C 0.003 1.554 -2.336
C 1.640 -0.268 -2.582
C 2.657 0.256 -1.565
N 2.346 -0.104 -0.178
C 3.097 0.682 0.781
C 2.403 -1.539 0.086
H -0.548 -0.503 -4.162
H -1.719 -0.372 -2.865
H -0.561 -1.733 -2.920
H 0.411 2.014 -3.252
H 0.497 2.074 -1.503
H -1.068 1.764 -2.338
H 1.943 0.121 -3.566
H 1.696 -1.356 -2.669
H 2.769 1.340 -1.642
H 3.634 -0.163 -1.842
H 4.179 0.490 0.690
H 2.830 0.421 1.805
H 2.971 1.754 0.622
H 3.376 -1.957 -0.217
H 1.652 -2.095 -0.486
H 2.302 -1.749 1.151
```

Summary:
Net charge ... +4
LUMO level (alpha / beta) ... -17.2 / -18.2 eV
ΔE to the lowest compared entry with this formula, charge and spin ... 16.6 kcal per mole
E ... -918.24270 hartree
Multiplicity ... 2